DFT (wB97M-V/def2-TZVPD) results for the molecule C16H20N4O3 in a non-equilibrium geometry.

XYZ file:
```
43
Properties=species:S:1:pos:R:3
O -5.1140 -2.9152 -1.0616
O 0.8577 -0.9131 3.9329
O 3.9983 1.1182 1.4810
N -2.6700 -2.2700 0.1276
N 2.1658 0.3914 0.3078
N -1.8756 -1.3971 -1.7329
N 2.5335 0.0226 2.7094
C 3.4638 0.0832 3.8590
C -1.4723 -1.6542 0.5028
C 1.6360 2.3152 -1.3053
C -0.9922 -1.1411 -0.6764
C 1.5787 3.3655 -0.2621
C -2.8403 -2.1376 -1.2386
C -0.7240 -1.4721 1.6463
C -4.0154 -2.7150 -1.9799
C 2.5933 1.1444 -0.8948
C 0.9684 -0.3209 0.3581
C 2.1308 2.8836 -2.6240
C 1.2768 -0.5404 2.8342
C 0.4843 -0.7555 1.6066
C 2.9304 0.5075 1.4848
C 0.2248 -0.5438 -0.7881
C -6.0783 -1.8638 -1.0617
H -3.2290 -2.8919 0.7016
H 1.5931 3.7802 -2.9053
H 3.7152 1.1413 4.0614
H 3.5817 1.5678 -0.7548
H 2.5907 3.6748 -0.0147
H -4.2942 -2.0920 -2.8303
H -5.6231 -0.8854 -1.0066
H 1.0825 2.9846 0.6387
H 0.6052 1.9919 -1.5169
H 2.7370 0.4983 -1.7223
H 3.2048 3.1386 -2.6901
H -6.6398 -1.8374 -1.9878
H -1.0223 -1.8946 2.5815
H 2.0056 2.0999 -3.3825
H 0.9635 4.2394 -0.5480
H -6.7781 -1.9755 -0.1892
H -3.6635 -3.6531 -2.3952
H 4.3526 -0.5090 3.6588
H 0.6385 -0.2688 -1.7453
H 3.1193 -0.3010 4.8219
```

Structure (SMILES): COCc1nc2cc3c(cc2[nH]1)c(=O)n(C)c(=O)n3CC(C)C
E_LUMO (eV): 0.32
HOMO-LUMO gap (eV): 8.58
Energy (Ha): -1066.483934
Spin multiplicity: 1
Max |F| (hartree/bohr): 0.0600
Relative energy (zero: lowest compared OMol25 entry of this formula, charge and spin) (kcal/mol): 10.6

Atomic partial charges in e from the Mulliken method, atoms 1 to 8: atom 1 (O): -0.3900, atom 2 (O): -0.7136, atom 3 (O): -0.6780, atom 4 (N): -0.1033, atom 5 (N): 0.0828, atom 6 (N): -0.8704, atom 7 (N): 0.0264, atom 8 (C): -0.9972